1.
Computed, not measured: 8 unconnected molecules or ions with the total composition C55H64ClN9O2, with wB97M-V/def2-TZVPD.

Each line ends with the Mulliken charge.
Atoms and positions in Å:
Cl -2.71368 -3.74793 0.23577  -0.33
O 0.04242 -2.43462 0.25855  -0.53
O 0.91215 -0.92999 -4.34554  -0.50
N 0.30526 -7.40303 -3.10848  0.06
N -3.88714 -3.81459 -5.10706  -0.21
N -3.24821 -6.84119 -1.44822  -0.54
N -6.88624 -5.82280 2.43929  0.10
N -2.27808 -4.54133 3.25878  0.48
N 9.43810 9.55897 -2.90169  0.13
N -2.38384 4.42915 7.63906  0.01
N 7.54719 8.10696 1.72141  0.05
N 5.60988 4.69818 0.65086  0.06
C -3.09152 -4.96745 4.27430  -0.39
C -0.39253 -1.75432 -0.65499  -0.46
C 0.79266 -8.27032 -5.09011  -0.37
C -0.04275 0.74013 0.29508  0.51
C -4.26616 -6.05545 -1.37978  -0.11
C 0.54048 1.69753 -2.60785  -0.97
C -0.63275 -8.36955 -3.35487  -0.62
C -0.35458 -8.92797 -4.57680  -0.45
C -2.45640 -3.31746 -1.49361  0.53
C 6.11404 3.81933 -1.32220  -0.69
C -0.32814 0.32384 1.78052  -0.90
C -1.04702 -1.89996 -3.18763  0.65
C -2.41694 3.54793 9.67316  -0.38
C -1.92553 -2.41685 -4.28661  0.05
C -0.94647 -5.25379 4.88094  -0.61
C -4.56100 -4.84229 -2.34687  -0.31
C 8.94572 10.30577 -4.93056  -0.60
C -8.30016 -7.21423 3.42846  -0.57
C -7.54951 -7.01231 2.29824  -0.33
C -8.07832 -6.10712 4.28674  -0.47
C 4.66674 3.73765 0.39622  -0.76
C -3.18850 -4.75394 -6.01894  -0.24
C -1.07804 4.25507 8.01261  -0.50
C -2.04289 0.90558 -5.90287  -0.31
C 0.54856 2.66052 -1.44802  0.71
C -3.20609 3.99552 8.64431  -0.51
C 6.49314 4.75740 -0.39547  -0.35
C -7.19947 -5.26772 3.65118  -0.50
C -3.52498 2.16692 4.56263  -0.89
C 0.13988 -0.86014 -3.40641  0.03
C 8.62410 9.61420 0.50522  -0.37
C -0.05176 -0.21677 -0.86038  0.04
C 0.26343 2.19084 -0.05352  -0.60
C -1.85966 -0.30573 -5.82197  -0.44
C -1.81592 0.35748 3.86058  -0.60
C 1.17470 -7.33249 -4.16371  -0.58
C 8.63054 10.41600 -3.59967  -0.23
C 8.69496 8.84784 1.64077  -0.64
C -3.06250 -3.38821 -3.98490  -0.88
C -1.06687 3.71295 9.27266  -0.37
C -1.77561 0.79477 2.31103  -0.23
C -1.32899 -2.36306 -1.79124  0.25
C 0.82831 4.21521 -1.74365  -1.21
C 7.38719 9.32099 -0.12677  -0.12
C -3.22574 0.59737 4.54806  -0.42
C 9.98614 9.34917 -5.03988  -0.41
C 10.27078 8.90889 -3.77175  -0.53
C 6.74693 8.38594 0.64440  -0.82
C -1.62612 -1.86541 -5.74957  -0.55
C 4.95532 3.17385 -0.81965  -0.22
C -3.34994 -3.86223 -2.56315  -0.15
C 0.23019 0.25741 -2.28084  0.49
C -2.29334 -5.41293 5.29697  -0.53
C -0.96939 -4.71720 3.61805  -0.45
C -3.10591 -6.24784 -5.49188  -0.58
H 5.79308 7.89657 0.52235  0.42
H 7.31297 5.45906 -0.38829  0.41
H -8.93783 -8.06402 3.61833  0.38
H -8.51297 -5.94472 5.26115  0.41
H 4.39587 2.38362 -1.29745  0.53
H 7.90232 11.02790 -3.09033  0.34
H 5.64756 5.27049 1.47653  0.18
H 8.48037 10.85267 -5.73642  0.39
H -4.27376 2.42565 5.36717  0.33
H -1.41450 -8.57651 -2.63995  0.50
H 10.47272 9.02093 -5.94567  0.39
H -1.86843 1.91749 2.21877  0.27
H -4.78974 -5.29497 -3.37062  0.23
H -2.68164 -6.53971 -2.25976  0.06
H -4.16550 -4.91591 4.18199  0.31
H -0.26973 -0.78369 1.98193  0.39
H -4.27099 -2.99890 -5.59162  0.42
H 0.75631 2.04678 -3.66333  0.37
H 0.70140 4.37900 -2.86261  0.33
H -0.95647 0.89390 4.38200  0.25
H -0.18594 3.46143 9.84322  0.39
H -2.69131 4.81460 6.76217  0.22
H -2.37174 -6.80762 -6.16178  0.38
H -5.48761 -4.24307 -2.07530  0.41
H 3.87482 3.53833 1.10150  0.45
H -7.43091 -7.60963 1.40771  0.38
H -0.06018 -5.50541 5.44317  0.41
H -2.15072 -4.42613 -6.33824  0.20
H -4.98122 -6.24000 -0.51068  0.18
H -4.10741 -6.77183 -5.65451  0.28
H 6.61295 3.61994 -2.25814  0.40
H -2.32387 -2.31002 -6.51914  0.40
H -3.09727 0.29542 5.64410  0.31
H 10.99110 8.18983 -3.41426  0.35
H -2.54778 1.86159 -6.21420  0.38
H -3.80825 -4.78593 -6.97948  0.35
H -2.77060 3.14553 10.61010  0.40
H -3.84298 2.45720 3.51902  0.24
H 1.28254 -8.46175 -6.03270  0.41
H 9.37823 10.30894 0.16548  0.57
H -2.61323 0.32414 1.71171  0.26
H 0.34832 -6.83242 -2.28023  0.22
H 1.82156 4.57896 -1.35207  0.23
H 0.44224 0.82981 2.43684  0.41
H -0.57671 -2.15282 -6.06926  0.38
H -2.82394 -6.34196 -4.40169  -0.14
H -0.01332 4.80236 -1.24885  0.33
H 9.42208 9.42778 -1.90327  0.14
H -0.17018 -4.44455 2.94612  0.42
H -2.52557 2.68335 4.76381  0.17
H -4.27882 4.04414 8.54091  0.38
H 9.45997 8.76682 2.39691  0.41
H -0.27219 4.53284 7.35139  0.36
H 1.98845 -6.62426 -4.16326  0.41
H -0.91382 -9.72076 -5.05003  0.45
H 0.23358 2.90552 0.82707  0.34
H -4.05785 -0.03396 4.12099  0.30
H 7.32630 7.45773 2.45736  0.20
H -2.59347 -4.15839 2.38260  0.31
H -1.59469 -0.75231 3.91789  0.28
H -6.26463 -5.41965 1.75882  0.16
H -2.63849 -5.80994 6.23946  0.40
H 7.01011 9.74702 -1.04410  0.32
H -6.77152 -4.32480 3.95441  0.45

frontier orbital gap: 7.0 eV
SMILES string: [H]/N=C\Cc1c(Cl)c2c(c(CC#C)c1NCC)C(=O)c1cc(C)cc(CCCCC)c1C2=O.c1cc[nH]c1.c1cc[nH]c1.c1cc[nH]c1.c1cc[nH]c1.c1cc[nH]c1.c1cc[nH]c1.c1cc[nH]c1

2.
Computed, not measured: a molecular structure, C6H13N4, with wB97M-V/def2-TZVPD.

Each line ends with the Mulliken charge.
Atoms and positions in Å:
N 1.26274 -0.37223 -0.26614  -0.67
N 0.50765 0.67699 -0.11476  0.80
N 2.47165 0.04126 0.05696  0.26
N 1.18187 1.71992 0.26435  -0.67
C -1.38518 0.57296 -0.25661  0.51
C -1.86254 -0.61951 0.50856  -0.36
C 3.50817 -0.97732 -0.00746  -0.71
C -1.41469 -2.01427 -0.04052  -1.07
C 2.45731 1.33418 0.36239  -0.04
C -1.63272 1.94174 -0.07813  -1.55
H -1.00965 2.49487 -0.68453  0.49
H -1.38430 0.24481 -1.33394  0.20
H -2.23071 -2.54574 0.43512  0.33
H -1.61268 -0.66669 1.54811  0.36
H -1.60121 -1.92088 -1.07615  0.36
H -0.48672 -2.53002 0.06972  0.34
H -2.67263 2.25923 -0.36607  0.36
H -3.00426 -0.31134 0.46913  0.30
H 2.89980 -1.89420 0.19411  0.28
H 3.21975 2.08911 0.61134  0.41
H 4.23722 -0.83344 0.73564  0.36
H 4.07690 -1.00136 -1.02678  0.28
H -1.41110 2.27070 0.90236  0.41

energy relative to the best compared isomer or geometry (same formula, charge and spin): 337.1 kJ/mol
charge: +1
frontier orbital gap: 11.8 eV

3.
Computed, not measured: a molecular structure, C25H31F2N3RuS, with wB97M-V/def2-TZVPD.

Each line ends with the Löwdin spin population.
Atoms and positions in Å:
Ru -3.06059 1.02069 2.37463  2.45
S 0.29568 0.37241 -1.09472  0.78
F 0.56850 -2.15786 4.60706  0.00
F -1.94160 -4.18559 1.41561  0.00
N -1.44376 1.52729 3.76685  0.03
N 1.04822 1.19307 -3.50855  0.01
N 2.70952 0.63137 -2.03121  0.02
C 3.19201 0.63261 -0.63820  0.01
C -4.06914 2.24203 0.58315  0.11
C 1.43705 0.80352 -2.32372  0.07
C -0.69512 -3.14490 2.97992  0.02
C -1.04942 -0.78849 3.47085  0.02
C -0.43078 -0.33848 -4.87694  0.00
C -0.69819 0.46285 4.14544  0.01
C 3.35699 -2.01970 -0.69336  0.00
C -0.31122 0.93884 -4.06343  0.03
C -1.70515 -3.08484 2.09529  0.00
C -2.12378 -0.80367 2.57249  0.01
C 0.34959 0.67406 5.03375  0.00
C -5.01726 0.41029 1.52729  0.03
C -4.73175 2.63125 1.75492  0.05
C -0.38208 -1.98369 3.68420  0.00
C -4.21754 0.83750 0.44884  0.04
C 0.49877 1.93753 5.62292  0.01
C 2.00117 -0.92813 -5.57627  0.00
C 3.09089 -0.71839 0.11115  0.03
C -5.39775 1.52081 2.33869  0.14
C -0.26017 3.00584 5.17464  0.00
C 4.72316 -1.93532 -1.35445  0.00
C -1.23454 2.77403 4.23558  0.02
C -2.43387 -1.94927 1.87740  0.02
C 0.60076 -0.50843 -5.99688  0.00
H -0.55972 1.80233 -4.68287  0.00
H 3.82683 -0.67671 0.95075  0.00
H 2.12322 -0.82844 0.59880  0.02
H 0.95895 -0.15602 5.32322  0.00
H -0.97282 0.91232 -3.21704  0.02
H 4.20280 0.99259 -0.70065  0.00
H -3.21201 -2.06086 1.10711  0.00
H 1.78076 1.56419 -4.08467  0.00
H -0.07196 3.99861 5.58173  0.00
H 0.23177 -1.34658 -6.60045  0.00
H 2.60952 -0.12739 -5.13945  0.00
H 4.91060 -2.64986 -2.10849  0.00
H -1.42889 -0.26797 -5.34565  0.00
H 3.24871 -2.89929 -0.05057  0.00
H -3.44380 2.92184 0.01725  0.01
H 0.57741 0.36617 -6.66270  0.00
H 2.72335 1.47160 -0.13089  0.00
H -6.12833 1.51854 3.10850  0.01
H 1.24160 2.13689 6.32802  0.00
H -3.76725 0.24776 -0.35155  0.00
H -5.31935 -0.58844 1.65411  0.00
H 2.58056 -2.12523 -1.43929  0.00
H -4.76956 3.60725 2.15601  0.00
H 5.52984 -1.94335 -0.65229  0.00
H -0.41385 -1.17919 -4.21023  0.00
H 1.92326 -1.75083 -4.86237  0.00
H -0.11105 -4.00432 3.13485  0.00
H 3.41066 0.75513 -2.76764  0.00
H -1.76961 3.54504 3.76572  0.00
H 2.57920 -1.31085 -6.46437  0.00
H 4.84053 -0.99417 -1.91782  0.00

energy relative to the best compared isomer or geometry (same formula, charge and spin): 28.0 kJ/mol
charge: +2
multiplicity: 5
frontier orbital gap (spin up / spin down): 8.4 / 5.0 eV

4.
Computed, not measured: 4 unconnected molecules or ions with the total composition C35H63N3O8, with wB97M-V/def2-TZVPD.

Each line ends with the Mulliken charge.
Atoms and positions in Å:
O -2.31511 -5.13814 -0.80966  -0.22
O -1.29563 3.72706 -3.82679  -0.53
O 1.77746 6.28721 4.99263  -0.41
O 1.68283 6.04456 9.51024  -0.34
O 3.17974 -0.51971 -2.87560  -0.35
O 3.31767 -4.98350 -2.07522  -0.35
O -1.08528 1.70154 -2.86754  -0.35
O -1.26256 -9.50261 -0.26581  -0.45
N 2.24622 -3.20268 -4.21411  -0.22
N -0.02379 5.08387 7.25570  -0.30
N -3.68072 -7.57890 0.24561  -0.33
C -3.26497 -5.15558 0.25212  -0.88
C -1.52100 2.80222 -6.39381  0.73
C -2.35753 3.85323 -6.65814  -0.27
C -0.38712 2.58044 -7.13373  -0.39
C -0.32327 3.98457 1.29839  0.13
C -1.92576 -9.29289 0.96838  -0.45
C 0.30247 1.83401 -2.50550  -0.63
C -0.89474 4.50629 -8.39575  -0.33
C -2.04025 4.72079 -7.67798  -0.64
C 0.83207 4.26347 8.10505  -0.17
C 3.41243 -4.07352 -4.31665  -0.26
C -3.39150 -8.88799 0.82908  -0.71
C 0.93058 4.83564 9.50536  -0.80
C -1.38424 2.51993 -3.94644  0.61
C 2.43144 -1.87837 -4.80190  -0.66
C 2.46216 6.82309 6.11027  -0.55
C 3.55554 -1.40917 -1.83746  -0.61
C -2.89426 -5.19182 -2.10068  -0.78
C 1.37474 4.93352 5.11868  -0.47
C -2.74359 3.38184 2.36326  -0.74
C -3.18308 -6.45397 1.03052  -0.16
C -2.15906 2.52004 1.48418  -0.41
C 3.24863 -5.31192 -3.45831  -0.76
C -1.80686 1.84301 -5.24939  -1.10
C -0.74568 -8.33331 -0.87241  -0.54
C -0.92602 2.81438 0.93312  0.46
C 0.49602 2.51504 -1.15095  -0.77
C 0.91294 7.19791 9.79309  -0.72
C 3.48649 -0.96075 -4.18651  -0.65
C 2.08807 -5.13251 -1.38885  -0.59
C 0.03668 4.74319 5.83430  -0.56
C -0.06832 3.44847 -8.15698  -0.65
C -2.11362 4.54720 2.71407  -0.39
C -0.31236 1.81870 -0.03108  -0.69
C -0.88404 4.85888 2.19765  -0.95
H 0.33866 7.07229 10.71566  0.34
H -1.28702 0.89356 -5.38524  0.39
H -4.28032 -4.97121 -0.10953  0.42
H -0.05944 4.97359 9.94909  0.41
H 2.64446 -1.99633 -5.86922  0.38
H 2.17608 4.32684 5.55653  0.36
H 1.76552 7.29568 6.80775  0.15
H -3.26583 -7.54423 -0.67587  0.08
H -2.99820 -4.33479 0.92424  0.37
H 0.28394 3.58042 -1.24488  0.49
H -0.42806 -7.58902 -0.13767  0.27
H 0.12158 -8.61987 -1.46946  0.32
H 1.85222 4.19388 7.70567  0.17
H 1.24732 4.57080 4.09562  0.26
H -1.07764 1.17859 -0.47205  0.41
H 0.63896 4.27044 0.88228  0.36
H -3.23682 3.96113 -6.03414  0.38
H -1.47744 -7.89706 -1.55757  0.19
H 1.36540 -4.36978 -1.69656  0.26
H 1.46778 -1.36612 -4.72791  0.38
H -3.87232 -8.94877 1.81049  0.39
H 2.28212 -5.01009 -0.32430  0.27
H 0.24476 6.05303 7.36141  0.09
H -3.33599 -6.17320 -2.30218  0.32
H 0.83349 3.25932 -8.72563  0.38
H -0.64581 5.21689 -9.17840  0.34
H -2.87439 1.60406 -5.20769  0.36
H 4.49463 -1.38886 -4.22537  0.37
H 2.73886 -2.09341 -1.59308  0.16
H 0.37017 1.16413 0.52233  0.33
H 0.89832 2.40284 -3.22504  0.44
H -2.62547 5.18385 3.42737  0.41
H -3.88001 -9.63093 0.19356  0.37
H 3.13474 7.60139 5.74750  0.31
H -0.29398 3.70810 5.70442  0.37
H 3.54294 -4.37369 -5.36055  0.40
H 2.32552 -5.84533 -3.70264  0.36
H 1.66313 -6.12735 -1.55273  0.25
H -0.37112 5.76606 2.49174  0.52
H 1.57004 2.42226 -0.94914  0.36
H -3.78090 -6.36474 1.94233  0.39
H 3.51943 -0.05569 -4.79992  0.40
H -2.64180 1.59186 1.19711  0.35
H 2.01094 -3.08579 -3.23735  0.01
H -1.35762 -8.60188 1.60201  0.34
H 4.32867 -3.56526 -3.98952  0.18
H 4.45658 -1.97522 -2.08416  0.33
H -2.10124 -5.01686 -2.82672  0.24
H 3.75553 -0.81409 -0.94550  0.32
H 0.25036 1.73228 -6.91142  0.41
H 0.41704 3.25262 8.15903  0.36
H -0.70085 5.37234 5.33033  0.26
H 1.60161 8.03126 9.92490  0.24
H 0.23336 7.43928 8.96926  0.30
H 4.08531 -5.98626 -3.66291  0.41
H -3.65541 -4.41606 -2.22381  0.32
H -2.70623 5.55738 -7.84642  0.37
H -3.70662 3.14120 2.79908  0.38
H 3.05679 6.06866 6.63087  0.29
H 1.47777 4.12350 10.13006  0.40
H -2.13394 -6.59521 1.32117  0.16
H -1.90437 -10.25866 1.48053  0.35
H 0.72099 0.82350 -2.47220  0.22

frontier orbital gap: 9.0 eV
SMILES string: O=C(Cc1ccccc1)OCCCc1ccccc1.COCCNCCOC.COCCNCCOC.COCCNCCOC

Number 1: total energy -3237.308898 hartree, F_max 0.0714 Eh/bohr. Number 2: total energy -455.082075 hartree, F_max 0.0933 Eh/bohr. Number 3: total energy -1827.653554 hartree, F_max 0.0423 Eh/bohr. Number 4: total energy -2137.434437 hartree, F_max 0.0384 Eh/bohr.